(1)
A molecular structure, C38H34BrN3O6Tl, computed with ωB97M-V/def2-TZVPD.

```
83
Properties=species:S:1:pos:R:3:forces:R:3:mulliken_charge:R:1
Tl -0.386661 0.504146 -1.635837 -0.07 -0.04 0.07 0.884
O 1.747623 -3.713895 -1.018687 -0.04 -0.13 -0.03 -0.715
C 0.776610 -4.655070 -0.966973 0.06 -0.07 0.12 0.206
C 1.126489 -5.998851 -0.850543 0.07 -0.01 0.04 -0.613
C 0.143832 -6.968918 -0.759357 -0.02 0.02 -0.01 -0.369
C -1.205574 -6.620377 -0.790331 0.05 0.00 0.01 -0.854
C -1.546584 -5.286084 -0.915041 -0.05 0.04 -0.03 -0.504
C -0.572022 -4.294287 -1.003213 -0.12 0.03 -0.20 0.450
C -0.981425 -2.836108 -1.143622 0.27 -0.06 -0.23 -0.464
O -0.078167 -2.006466 -1.663169 -0.06 -0.21 0.09 -0.987
N -1.201602 -2.452183 0.365816 0.22 -0.08 -0.39 -0.100
N -2.237535 -1.911498 0.942544 -0.18 0.00 0.36 0.856
C -1.002236 -0.905626 2.904669 -0.04 -0.35 -0.08 1.007
C -1.303045 0.538986 3.243275 0.01 0.09 0.12 -0.344
Br -1.435702 1.781376 1.824071 -0.09 -0.10 -0.07 -0.070
C -1.559909 0.909426 4.494168 0.10 0.13 0.24 -0.321
C -1.911343 2.267802 4.978412 0.10 -0.09 -0.11 -0.141
C -3.163026 2.500329 5.538128 -0.07 -0.01 0.04 -0.289
C -3.498288 3.765332 5.999433 0.01 -0.02 0.00 -0.702
C -2.577379 4.800482 5.919622 0.03 -0.01 -0.02 -0.406
C -1.319062 4.567656 5.379882 -0.01 0.01 0.01 -0.663
C -0.986716 3.306252 4.909529 0.00 0.01 -0.04 -0.074
H 1.268303 -2.898898 -1.321558 0.08 0.31 -0.06 0.475
H 2.179757 -6.253829 -0.836198 -0.06 -0.02 0.00 0.452
H 0.428575 -8.010729 -0.672308 0.00 0.05 -0.01 0.383
H -1.972508 -7.382455 -0.732179 0.04 0.04 0.00 0.409
H -2.595766 -4.998048 -0.953535 0.07 -0.02 -0.02 0.395
H -1.973754 -2.788967 -1.606609 -0.02 -0.02 0.10 0.970
H -0.313515 -2.324416 0.834509 -0.25 -0.37 -0.24 0.127
H -0.887512 -1.402049 3.867031 -0.13 -0.12 0.06 0.715
H -1.491553 0.137930 5.262621 -0.05 0.01 -0.11 0.520
H -3.884202 1.692340 5.604647 0.03 0.03 0.00 0.393
H -4.477753 3.940037 6.426374 0.03 0.00 -0.02 0.390
H -2.838209 5.787272 6.279874 0.01 -0.03 0.00 0.393
H -0.593620 5.370084 5.325718 -0.03 -0.03 0.00 0.394
H -0.005209 3.122360 4.488559 -0.03 0.01 0.00 0.468
C 1.297671 -2.082609 2.821180 -0.04 0.08 0.06 -1.568
C 0.347899 -1.104395 2.180911 0.15 0.18 0.52 -0.211
O 0.607918 -0.523858 1.159584 0.17 0.34 -0.07 -0.193
C -2.255090 -1.492879 2.220390 0.08 0.21 -0.21 0.355
C -3.411440 -1.614717 3.023823 -0.19 0.06 0.01 -0.622
C -4.624550 -2.181127 2.762991 0.08 0.06 0.00 -0.660
C -5.165772 -2.513503 1.489949 0.02 0.04 0.15 -0.126
C -4.645996 -2.198037 0.284792 0.05 0.03 0.03 -1.255
C -3.374851 -1.572136 0.017368 -0.35 -0.26 0.11 0.419
O -3.087642 -0.917128 -0.935741 0.02 0.24 -0.13 -0.377
H 2.122021 -2.309433 2.149619 -0.02 0.03 -0.03 0.428
H 0.775713 -3.000474 3.108469 0.02 0.05 -0.02 0.399
H 1.691915 -1.637679 3.740396 -0.04 -0.02 0.00 0.435
H -3.262557 -1.290907 4.044540 0.11 0.01 0.07 0.389
H -5.265622 -2.345214 3.620040 -0.03 0.04 -0.06 0.401
H -6.147041 -2.972979 1.484903 0.02 0.01 0.04 0.418
H -5.246364 -2.338503 -0.606071 0.09 -0.03 -0.03 0.498
C 4.488922 -1.603656 -3.437980 0.05 0.08 -0.08 -0.707
O 4.109952 -0.278049 -3.798244 0.00 -0.17 0.03 -0.486
C 4.166666 0.668373 -2.826019 0.09 -0.19 0.00 0.938
C 4.586355 0.453939 -1.522740 0.00 0.03 0.12 -0.436
C 4.623023 1.523799 -0.631003 -0.01 -0.02 -0.07 -0.827
C 4.258188 2.796449 -1.037679 0.02 -0.01 0.01 -0.911
C 3.842447 3.005050 -2.345486 -0.12 0.15 0.07 0.033
C 3.780040 1.945223 -3.223779 -0.12 0.15 -0.24 -0.231
N 3.419340 2.108908 -4.589245 -0.07 -0.10 0.23 0.026
C 2.544123 2.918802 -5.162559 0.14 0.07 -0.07 -0.313
C 1.475756 3.654342 -4.657704 -0.14 0.02 0.05 0.814
C 0.961881 4.681285 -5.520076 0.12 -0.11 -0.03 -0.794
C -0.077203 5.464767 -5.156543 -0.13 0.09 0.10 -0.702
C -0.685399 5.251884 -3.884382 0.02 0.03 -0.04 -0.418
C -0.273886 4.261070 -3.051107 0.00 -0.02 -0.02 -0.795
C 0.791966 3.359419 -3.409954 0.13 0.00 0.07 0.606
O 1.080616 2.363114 -2.694645 0.08 0.11 -0.22 -0.697
H 5.540473 -1.647378 -3.151584 0.04 0.03 0.00 0.396
H 4.327631 -2.217914 -4.316878 -0.02 0.01 -0.05 0.274
H 3.874553 -1.973017 -2.621623 -0.12 -0.08 0.11 0.177
H 4.885577 -0.532525 -1.197310 0.00 0.04 0.00 0.427
H 4.955376 1.354184 0.385342 -0.01 -0.01 -0.03 0.426
H 4.301104 3.627212 -0.345329 0.00 -0.03 -0.04 0.418
H 3.552308 3.992644 -2.685313 0.02 -0.05 0.03 0.528
H 3.952418 1.525524 -5.217679 0.08 0.02 -0.02 0.291
H 2.728866 3.026834 -6.228685 -0.04 -0.04 0.01 0.369
H 1.452025 4.841994 -6.475993 -0.03 -0.04 0.05 0.331
H -0.440258 6.244557 -5.811814 0.00 -0.02 0.04 0.396
H -1.503686 5.896332 -3.581272 0.03 -0.03 -0.01 0.400
H -0.746697 4.099359 -2.089584 0.00 0.01 -0.03 0.465
```
Forces are in eV/Å.

Output
total charge: +1
total energy: -131439.14933 eV
relative energy (zero: lowest compared OMol25 entry of this formula, charge and spin): 30.7 kcal per mole
HOMO-LUMO gap (spin up / spin down): 5.57 / 5.38 eV

(2)
A molecular structure, C35H23Co2N2O5P at a distorted geometry, computed with ωB97M-V/def2-TZVPD.

```
68
Properties=species:S:1:pos:R:3:forces:R:3:mulliken_charge:R:1
O -2.306983 -2.976679 2.783685 1.32 0.95 -1.28 -0.441
C -1.533818 -2.470329 2.081239 -1.81 -1.71 1.85 -0.105
Co -0.384156 -1.733219 1.008684 -1.85 3.82 1.18 0.494
C -1.471444 -0.865813 -0.055895 -2.38 2.48 -1.17 -0.068
O -2.266711 -0.244214 -0.629707 1.98 -1.37 0.92 -0.397
C 0.011464 -0.541363 2.302710 0.41 1.49 0.76 0.806
O 0.043086 0.231629 3.162451 -0.10 -1.08 -0.92 -0.460
C 0.941779 -2.860073 0.601310 1.16 -3.16 -0.18 -1.005
C -0.280084 -3.191208 -0.001112 1.26 -3.11 -1.44 1.698
C -0.990844 -4.172993 -0.623097 0.76 0.30 0.32 -1.608
C -2.201740 -3.918681 -1.375619 -1.04 -0.37 0.09 0.798
C -3.285945 -4.819858 -1.236559 0.28 0.58 0.00 -0.823
C -4.544285 -4.490987 -1.720967 0.11 -0.09 -0.37 -0.303
C -4.741235 -3.278732 -2.399052 0.22 0.16 0.15 -0.611
C -3.660076 -2.407420 -2.603715 -0.21 -0.40 -0.36 -0.177
C -2.386847 -2.773708 -2.180030 0.43 -0.32 0.16 -0.281
Co 1.373196 -1.727572 -0.810580 0.28 1.02 -0.07 0.320
C 0.718414 -0.928742 -2.221740 -0.50 0.58 -1.89 0.215
O 0.362907 -0.376419 -3.185226 0.39 -0.58 1.18 -0.516
C 2.655105 -2.758796 -1.361661 -0.27 -0.51 -0.34 -0.247
O 3.546408 -3.431887 -1.680198 -0.37 0.49 0.26 -0.514
P 2.531775 -0.185632 0.100124 0.43 -0.10 0.03 1.476
C 1.869136 1.508742 0.310591 0.28 0.50 -0.05 0.083
C 2.627938 2.573679 0.831850 -0.66 0.19 -0.02 -0.426
C 2.031646 3.831455 1.000662 0.40 -0.27 0.05 -0.662
C 0.707361 4.049401 0.623678 -0.14 -0.28 -0.20 -0.605
C -0.015104 3.016782 0.022903 0.32 0.03 0.13 -0.789
C 0.573145 1.758596 -0.137670 -0.36 0.15 0.00 0.127
C 3.169005 -0.650727 1.751813 0.08 0.27 0.24 0.396
C 2.999904 0.139218 2.894078 0.49 -0.35 0.07 -0.793
C 3.379822 -0.354175 4.144940 0.09 0.11 -0.15 -0.506
C 3.997259 -1.597753 4.256532 -0.23 -0.01 0.03 -0.665
C 4.181381 -2.385017 3.119881 -0.04 0.31 -0.42 -0.716
C 3.760973 -1.917673 1.868794 0.13 -0.10 0.49 -0.670
C 4.097305 0.177802 -0.793983 0.23 0.30 0.08 0.593
C 5.378250 -0.009284 -0.254161 0.01 0.16 -0.43 -0.222
C 6.510007 0.187137 -1.054397 -0.20 0.07 0.07 -0.604
C 6.378837 0.605028 -2.376879 -0.11 -0.18 0.08 -0.515
C 5.105198 0.816814 -2.909708 -0.19 0.04 0.34 -0.662
C 3.968489 0.616256 -2.121068 0.47 0.05 -0.15 -0.506
H 1.646475 -3.464362 1.142509 -0.09 -0.21 0.55 0.666
H -0.706731 -5.218100 -0.418470 0.16 0.41 -0.48 0.252
H -3.087239 -5.744367 -0.688934 -0.28 0.21 -0.06 0.308
H -5.366520 -5.197242 -1.577426 0.13 0.29 -0.09 0.333
H -5.725194 -3.012498 -2.781741 0.17 0.00 0.22 0.348
H -3.803356 -1.451651 -3.121443 -0.02 -0.43 0.15 0.423
H -1.489104 -2.217191 -2.495937 -0.68 -0.06 0.51 0.362
H 3.664664 2.407635 1.128646 -0.23 0.08 -0.09 0.495
H 2.615133 4.644719 1.435144 -0.14 -0.17 -0.09 0.361
H 0.235931 5.020801 0.781156 0.18 -0.23 -0.05 0.372
H -1.034318 3.177989 -0.316313 0.12 -0.03 0.05 0.524
H -0.008095 0.961121 -0.610882 0.39 0.35 0.27 -0.304
H 2.622240 1.156240 2.805046 -0.18 -0.42 0.12 0.448
H 3.186032 0.253205 5.028168 0.15 -0.13 -0.12 0.374
H 4.316752 -1.961848 5.233413 -0.11 0.05 -0.21 0.331
H 4.648372 -3.364803 3.195254 -0.06 0.16 0.01 0.413
H 3.914729 -2.541507 0.981669 -0.18 0.26 0.31 0.412
H 5.500563 -0.284788 0.793537 -0.05 -0.03 -0.32 0.257
H 7.497371 0.019268 -0.627348 -0.14 0.06 -0.09 0.384
H 7.263884 0.752369 -2.995128 -0.18 -0.03 0.12 0.343
H 4.995691 1.145347 -3.939929 0.00 -0.03 0.13 0.390
H 2.977466 0.820112 -2.537683 0.29 -0.22 0.13 0.316
C -5.245338 0.368179 -0.483689 0.08 0.18 0.36 -0.368
C -6.495957 0.120914 0.060912 -1.63 -0.44 0.99 0.260
N -7.545466 -0.100126 0.549177 1.19 0.23 -0.61 -0.681
C -5.198255 1.018028 -1.706903 0.36 0.74 -1.41 0.407
N -5.141653 1.566781 -2.745316 -0.07 -0.56 0.93 -0.744
H -4.376139 0.362609 0.166755 -0.25 -0.10 -0.27 0.213
```
Forces are in eV/Å.

Output
total charge: -2
total energy: -134426.29104 eV
HOMO-LUMO gap: 5.11 eV

(3)
A single C12H25BN2O4 molecule at a distorted geometry, computed with ωB97M-V/def2-TZVPD.

```
44
Properties=species:S:1:pos:R:3:forces:R:3:mulliken_charge:R:1
N -1.104245 -1.682693 -0.017990 0.89 -0.20 0.83 -0.554
C -0.129578 -0.630807 0.377635 -1.05 0.66 -1.11 1.797
C -0.929971 0.602707 0.848946 -0.18 0.61 -1.40 -1.611
C -1.891872 0.430912 2.013203 0.37 -0.11 0.64 -0.791
C -3.117000 -0.399836 1.668056 -0.65 -0.06 -0.17 -0.562
C -4.157496 0.419647 0.893827 -0.31 2.10 0.31 -0.939
B -4.642895 1.855099 1.518232 -0.20 -0.94 0.21 0.643
O -5.471847 2.785238 0.845470 0.66 -0.88 0.67 -0.605
O -4.283967 2.125043 2.834375 -1.04 1.00 -0.96 -0.585
C 0.813677 -0.358770 -0.838665 -0.45 0.18 1.20 -0.794
C 1.568913 -1.614844 -1.304254 1.10 0.52 0.63 -1.097
N 2.918241 -1.239613 -1.753529 -0.45 -0.26 -0.75 -0.145
C 3.892462 -0.664947 -0.776535 -1.02 -1.17 -0.40 -0.270
C 4.223182 0.731704 -1.274525 0.88 0.38 0.05 -0.677
C 3.539997 0.915521 -2.634990 -0.14 1.47 -0.84 -0.430
C 2.916650 -0.428543 -2.986171 0.01 -0.74 0.00 -0.671
C 0.742905 -1.163321 1.478894 -0.40 -1.08 0.17 0.045
O 0.759811 -2.368611 1.636199 1.04 1.15 1.07 -0.615
O 1.474744 -0.237055 2.204878 -0.84 -1.38 -1.00 -0.437
H -1.449660 -1.596892 -0.959356 0.15 0.47 -0.27 0.278
H -0.599037 -2.549271 0.046112 -0.10 -0.54 -0.02 0.324
H -0.288171 1.469692 1.018499 0.28 -0.19 0.07 0.401
H -1.509252 0.866698 -0.056937 0.05 0.11 0.30 0.321
H -2.261182 1.405244 2.375422 0.53 -0.30 -0.26 0.474
H -1.322410 0.013152 2.865065 -0.33 -0.06 -0.22 0.339
H -2.824902 -1.294082 1.115269 -0.16 0.34 0.07 0.423
H -3.602721 -0.768269 2.557372 -0.12 0.04 0.63 0.349
H -3.789040 0.787028 -0.067652 0.08 -0.63 -0.46 0.276
H -5.096225 -0.109456 0.742282 0.01 -0.37 -0.33 0.384
H -5.883444 2.493229 0.020043 0.42 -0.06 0.32 0.296
H -4.759843 2.939866 3.087101 0.41 -0.35 0.17 0.300
H 1.460559 0.443469 -0.484003 0.61 -0.11 -0.24 0.163
H 0.275742 0.062229 -1.678352 -0.54 0.15 -0.05 0.556
H 0.989712 -2.187568 -2.060337 0.62 0.54 0.16 0.268
H 1.735071 -2.319516 -0.487375 -0.25 0.07 0.06 0.499
H 3.427046 -0.643638 0.227483 0.33 -0.10 -0.35 -0.045
H 4.784135 -1.327117 -0.760994 -0.45 0.43 0.19 0.430
H 3.885165 1.467750 -0.556046 -0.18 0.25 0.09 0.290
H 5.314805 0.867223 -1.330909 -0.34 -0.05 -0.13 0.319
H 2.739150 1.683544 -2.573429 0.36 -0.43 0.19 0.192
H 4.228845 1.345263 -3.419405 -0.55 -0.77 0.74 0.337
H 1.907457 -0.368608 -3.450464 0.46 0.15 0.56 0.268
H 3.499766 -0.985788 -3.707537 0.43 0.12 -0.46 0.442
H 2.016724 -0.771015 2.805089 0.02 0.06 0.10 0.414
```
Forces are in eV/Å.

Output
total charge: 0
total energy: -24698.56984 eV
relative energy (zero: lowest compared OMol25 entry of this formula, charge and spin): 34.9 kcal per mole
HOMO-LUMO gap: 8.40 eV
SMILES: N[C@](CCCCB(O)O)(CCN1CCCC1)C(=O)O

(4)
A molecular structure, C6H10, computed with ωB97M-V/def2-TZVPD.

```
16
Properties=species:S:1:pos:R:3:forces:R:3:mulliken_charge:R:1
C 0.220464 0.334778 2.109245 0.06 -0.01 -0.04 -1.197
C -0.826729 0.836624 1.142937 -0.03 0.02 0.48 0.074
C -0.457661 1.901554 0.156013 -0.19 -0.51 -0.18 -0.802
C -0.725320 0.787718 -0.527722 0.31 0.37 -0.18 0.369
C -0.129117 0.044123 -1.695719 -0.04 0.01 -0.10 -0.331
C 1.053192 -0.841697 -1.299831 0.05 -0.03 0.05 -1.060
H 1.221316 0.469063 1.691242 -0.15 -0.03 0.06 0.269
H 0.146482 0.934807 3.023842 -0.01 -0.07 -0.13 0.398
H 0.075101 -0.716487 2.377860 0.02 0.15 -0.03 0.317
H -1.231749 -0.108317 0.187254 -0.04 0.00 0.04 0.051
H -1.854198 0.800445 1.513294 0.14 0.01 -0.11 0.418
H 0.201552 0.823872 -2.390401 -0.05 -0.09 0.10 0.308
H -0.891621 -0.552267 -2.210230 0.10 0.08 0.09 0.275
H 0.755036 -1.596164 -0.561206 0.04 0.11 -0.10 0.296
H 1.450830 -1.371641 -2.171674 -0.07 0.08 0.12 0.351
H 1.856603 -0.238168 -0.864892 -0.13 -0.09 -0.06 0.264
```
Forces are in eV/Å.

Output
total charge: 0
total energy: -6378.95719 eV
relative energy (zero: lowest compared OMol25 entry of this formula, charge and spin): 113.0 kcal per mole
HOMO-LUMO gap: 9.62 eV